# C6H36N2O12

A cluster of 13 separate species, C6H36N2O12 in total (wB97M-V/def2-TZVPD, the OMol25 dataset).

E (eV): -34355.466
M (g/mol): 328.36
LUMO (eV): -0.222
Kohn-Sham gap (eV): 9.070

Atoms and positions in Å:
C1 1.429 2.148 -2.135
C2 0.770 0.809 -2.375
C3 -0.489 0.598 -1.525
C4 -0.105 0.355 -0.093
C5 -0.131 1.254 0.882
C6 1.747 -0.845 0.455
N1 0.527 -0.912 0.134
N2 0.351 0.609 -3.781
H1 2.300 2.247 -2.787
H2 0.746 2.978 -2.097
H3 1.928 2.181 -1.157
H4 1.455 0.013 -2.074
H5 -1.103 1.511 -1.593
H6 -1.244 -0.136 -1.830
H7 0.248 1.053 1.871
H8 -0.736 2.141 0.765
H9 2.233 -1.761 0.776
H10 2.275 0.088 0.656
H11 -0.648 0.715 -3.814
H12 0.833 1.122 -4.506
H13 0.440 4.967 1.513
H14 -0.435 4.057 0.875
O1 0.373 4.548 0.657
H15 4.007 -1.908 -1.371
H16 2.726 -2.518 -1.703
O2 3.121 -1.609 -1.627
H17 -0.023 -1.624 -1.922
H18 0.494 -1.356 -3.303
O3 0.310 -2.098 -2.698
H19 -1.456 -1.326 4.097
H20 -2.899 -1.843 3.812
O4 -2.040 -2.095 4.158
H21 -1.073 -2.090 0.858
H22 -0.715 -2.994 2.067
O5 -1.182 -2.971 1.234
H23 -4.621 2.025 -1.242
H24 -3.498 2.711 -0.484
O6 -4.210 2.070 -0.374
H25 5.066 1.617 -0.167
H26 4.652 3.026 -0.563
O7 4.909 2.493 0.202
H27 1.469 -3.462 -2.839
H28 1.730 -4.191 -1.572
O8 2.156 -4.020 -2.425
H29 0.324 -3.805 0.587
H30 0.935 -5.061 1.236
O9 1.161 -4.312 0.679
H31 -0.087 0.716 5.073
H32 -0.988 1.392 4.090
O10 -0.487 0.572 4.207
H33 -3.530 2.112 1.834
H34 -3.300 1.030 2.951
O11 -2.966 1.826 2.555
H35 -4.317 0.011 0.850
H36 -4.202 -1.493 1.371
O12 -4.228 -0.565 1.614